{
  "formula": "C53H78Cl8N5O4",
  "method": "ωB97M-V/def2-TZVPD",
  "elements": ["C", "N", "C", "C", "C", "C", "C", "C", "C", "C", "N", "C", "C", "C", "H", "H", "H", "H", "H", "H", "H", "H", "H", "H", "H", "H", "H", "H", "C", "C", "C", "C", "N", "C", "C", "C", "C", "C", "H", "H", "H", "H", "H", "H", "H", "H", "H", "H", "H", "H", "H", "H", "H", "H", "H", "H", "H", "H", "C", "O", "H", "H", "H", "C", "O", "H", "H", "H", "Cl", "C", "C", "Cl", "H", "H", "H", "H", "Cl", "C", "C", "Cl", "H", "H", "H", "H", "Cl", "C", "C", "Cl", "H", "H", "H", "H", "Cl", "C", "C", "Cl", "H", "H", "H", "H", "C", "C", "C", "C", "N", "H", "H", "H", "H", "H", "H", "H", "C", "C", "C", "C", "N", "H", "H", "H", "H", "H", "H", "H", "C", "C", "C", "C", "C", "C", "C", "O", "C", "C", "C", "C", "C", "C", "C", "O", "H", "H", "H", "H", "H", "H", "H", "H"],
  "xyz": [[2.008, -1.912, 9.556], [1.204, -0.779, 9.071], [1.274, -0.223, 7.764], [0.337, 0.750, 7.398], [-0.407, 1.397, 8.406], [-0.428, 0.895, 9.668], [0.276, -0.249, 9.970], [-1.315, 2.497, 8.021], [-2.644, 2.574, 8.238], [-3.447, 3.650, 7.879], [-2.851, 4.627, 7.109], [-1.564, 4.639, 6.872], [-0.790, 3.643, 7.309], [-3.772, 5.652, 6.567], [1.866, -2.664, 8.779], [1.714, -2.317, 10.524], [3.086, -1.752, 9.561], [2.033, -0.714, 7.173], [0.380, 0.948, 6.337], [-1.020, 1.259, 10.495], [0.265, -0.755, 10.924], [-3.119, 1.781, 8.797], [-4.492, 3.679, 8.150], [-1.147, 5.452, 6.295], [0.213, 3.606, 6.909], [-3.458, 6.626, 6.942], [-4.785, 5.374, 6.859], [-3.648, 5.703, 5.485], [3.555, 0.779, -2.979], [2.418, -0.163, -2.815], [1.139, 0.577, -2.621], [0.861, 0.970, -1.120], [-0.562, 1.537, -0.859], [-0.729, 1.999, 0.622], [-1.075, 0.664, 1.375], [-1.901, -0.052, 0.419], [-1.748, 0.472, -1.011], [-0.715, 2.840, -1.644], [3.558, 1.484, -3.811], [4.507, 0.248, -2.998], [3.457, 1.507, -2.174], [2.539, -0.906, -2.026], [2.421, -0.765, -3.724], [0.396, -0.127, -2.995], [1.079, 1.362, -3.374], [1.597, 1.663, -0.712], [1.011, 0.144, -0.424], [-1.620, 2.626, 0.640], [0.147, 2.557, 0.954], [-1.557, 0.892, 2.325], [-0.096, 0.254, 1.622], [-2.968, 0.143, 0.528], [-1.724, -1.127, 0.382], [-2.538, 1.042, -1.501], [-1.360, -0.203, -1.774], [-1.044, 2.516, -2.632], [0.153, 3.476, -1.469], [-1.622, 3.357, -1.333], [-2.681, 8.477, 0.535], [-1.580, 8.018, 1.306], [-2.460, 8.552, -0.530], [-3.564, 7.841, 0.602], [-3.029, 9.475, 0.801], [5.084, 2.368, 2.816], [4.480, 3.606, 2.933], [4.656, 1.635, 3.499], [4.874, 1.851, 1.880], [6.150, 2.435, 3.033], [-2.644, -1.196, -6.843], [-1.912, -2.627, -7.730], [-2.862, -3.230, -8.752], [-2.997, -2.139, -10.140], [-1.557, -3.298, -6.948], [-0.976, -2.285, -8.170], [-3.863, -3.383, -8.349], [-2.600, -4.185, -9.207], [4.105, 10.306, -3.197], [4.789, 8.863, -2.342], [3.756, 7.773, -2.062], [3.331, 6.933, -3.557], [5.234, 9.171, -1.396], [5.633, 8.468, -2.908], [2.866, 8.021, -1.483], [4.273, 7.099, -1.379], [-2.342, -9.323, 4.018], [-3.211, -7.755, 4.027], [-2.959, -7.034, 2.760], [-3.715, -7.839, 1.396], [-2.814, -7.234, 4.898], [-4.249, -8.004, 4.248], [-1.899, -6.932, 2.528], [-3.321, -6.014, 2.889], [0.954, -4.283, -0.277], [2.562, -4.931, 0.240], [3.098, -4.300, 1.505], [2.179, -4.585, 2.986], [3.278, -4.771, -0.566], [2.509, -6.008, 0.404], [3.193, -3.243, 1.255], [4.130, -4.639, 1.601], [8.018, -7.959, -4.280], [7.570, -6.620, -4.779], [8.413, -5.457, -4.277], [8.329, -5.145, -2.819], [8.292, -4.911, -1.659], [8.475, -7.904, -3.292], [8.861, -8.413, -4.801], [7.178, -8.650, -4.213], [6.572, -6.508, -4.357], [7.577, -6.481, -5.860], [8.239, -4.506, -4.780], [9.457, -5.686, -4.492], [9.415, 4.266, -4.390], [8.356, 5.063, -4.985], [8.721, 6.416, -5.571], [9.391, 6.314, -6.868], [9.867, 6.239, -7.876], [8.968, 3.484, -3.775], [9.950, 4.904, -3.686], [10.099, 3.824, -5.115], [7.605, 5.242, -4.216], [7.817, 4.563, -5.789], [9.461, 6.900, -4.934], [7.796, 6.990, -5.633], [-8.911, -1.986, -5.535], [-8.234, -0.965, -4.950], [-8.140, -0.745, -3.605], [-8.592, -1.783, -2.738], [-9.253, -2.872, -3.278], [-9.414, -2.979, -4.683], [-9.905, -3.932, -2.365], [-10.658, -4.825, -2.842], [-9.394, -3.957, -0.968], [-9.596, -5.143, -0.230], [-9.042, -5.237, 1.050], [-8.327, -4.149, 1.608], [-8.173, -2.977, 0.830], [-8.635, -2.865, -0.483], [-8.390, -1.622, -1.287], [-7.909, -0.557, -0.821], [-9.028, -1.804, -6.593], [-7.901, -0.104, -5.511], [-7.630, 0.105, -3.176], [-9.985, -3.841, -4.996], [-10.112, -6.012, -0.610], [-9.078, -6.169, 1.595], [-7.753, -4.197, 2.522], [-7.615, -2.157, 1.257]],
  "mulliken_charge": [-0.8914, 0.0908, -0.4141, -0.6872, 0.5045, -0.7447, -0.1373, 0.5828, -0.7441, -0.1037, -0.0006, -0.2303, -0.8281, -0.8900, 0.3796, 0.2844, 0.3336, 0.5165, 0.5172, 0.4988, 0.3465, 0.4596, 0.3781, 0.4987, 0.4990, 0.3493, 0.2414, 0.3923, -1.2332, -0.5575, -0.3255, -0.8732, 0.1667, -0.7631, -0.6388, -0.4718, -0.5430, -1.1768, 0.3427, 0.3412, 0.2941, 0.2821, 0.3503, 0.2908, 0.3500, 0.4913, 0.3562, 0.4370, 0.4969, 0.4645, 0.2949, 0.2850, 0.3617, 0.4286, 0.2035, 0.4821, 0.3530, 0.5004, -0.5254, -0.6606, 0.1914, 0.1835, 0.2215, -0.4051, -0.6627, 0.1293, 0.0981, 0.2360, -0.1974, -0.4425, -0.3983, -0.1717, 0.3065, 0.3157, 0.2862, 0.3018, -0.1862, -0.3211, -0.4106, -0.1973, 0.3128, 0.1769, 0.3749, 0.2531, -0.1799, -0.4608, -0.3372, -0.1742, 0.2740, 0.3214, 0.2967, 0.2583, -0.1872, -0.4947, -0.4194, -0.1725, 0.3031, 0.3658, 0.2661, 0.3387, -1.1481, -0.2075, -0.5887, 0.2693, -0.4544, 0.3421, 0.3381, 0.3075, 0.2407, 0.2801, 0.3292, 0.2927, -1.1336, -0.3564, -0.3738, 0.1770, -0.3668, 0.3215, 0.3113, 0.3211, 0.2615, 0.3186, 0.2407, 0.2771, -0.6634, -0.3812, -0.6909, 0.3440, 0.3779, -0.3847, 0.3646, -0.6531, 0.6509, -0.6394, -0.3319, -0.6547, -0.3965, 0.0382, 0.3206, -0.6848, 0.3888, 0.3682, 0.4800, 0.4781, 0.4536, 0.3900, 0.3759, 0.4517],
  "charge": 1,
  "energy_ev": -172026.3638
}